An isolated molecule of C23H31N3O6S, computed with ωB97M-V with the def2-TZVPD basis set.

Its relative energy (zero: lowest compared OMol25 entry of this formula, charge and spin) is 0.114 eV. Its HOMO-LUMO gap is 9.36 eV. The SMILES is CCN(CC)S(=O)(=O)c1cc(NC(=O)[C@H](C)OC(=O)c2[nH]c(C)c(C(C)=O)c2C)ccc1C. As for the energy: -1908.98031 Eh.

Geometry (Å):
C 1.642 -1.983 4.657
C 1.860 -1.010 3.501
N 1.013 -1.258 2.358
C 1.260 -2.402 1.511
C 2.467 -2.200 0.599
S -0.503 -0.594 2.446
O -1.032 -0.669 3.781
O -1.310 -1.176 1.406
C -0.126 1.098 1.960
C 0.243 1.167 0.629
C 0.586 2.381 0.046
N 0.929 2.385 -1.306
C 0.850 3.422 -2.192
O 0.813 4.589 -1.897
C 0.861 2.924 -3.654
C 0.217 3.938 -4.587
O 0.286 1.615 -3.714
C -0.953 1.462 -3.173
O -1.727 2.377 -2.991
C -1.222 0.115 -2.718
N -2.413 -0.095 -2.057
C -2.446 -1.310 -1.497
C -3.621 -1.712 -0.688
C -1.236 -1.949 -1.806
C -0.734 -3.251 -1.375
C -1.631 -4.085 -0.495
O 0.377 -3.645 -1.681
C -0.465 -1.040 -2.586
C 0.885 -1.299 -3.145
C 0.554 3.534 0.828
C 0.189 3.444 2.155
C -0.156 2.232 2.759
C -0.524 2.219 4.210
H 0.601 -1.946 4.966
H 2.274 -1.705 5.496
H 1.888 -3.000 4.360
H 1.634 0.006 3.832
H 2.902 -1.038 3.167
H 1.385 -3.314 2.104
H 0.362 -2.513 0.904
H 3.400 -2.293 1.149
H 2.444 -2.952 -0.186
H 2.430 -1.213 0.145
H 0.231 0.254 0.053
H 0.999 1.458 -1.709
H 1.907 2.760 -3.946
H 0.742 4.884 -4.488
H -0.824 4.085 -4.314
H 0.278 3.590 -5.615
H -3.113 0.627 -1.975
H -4.010 -2.680 -0.989
H -4.409 -0.969 -0.790
H -3.324 -1.762 0.360
H -2.544 -4.349 -1.023
H -1.888 -3.520 0.397
H -1.105 -4.995 -0.215
H 0.869 -2.218 -3.727
H 1.602 -1.459 -2.340
H 1.208 -0.475 -3.775
H 0.800 4.484 0.384
H 0.166 4.342 2.755
H -1.281 2.976 4.408
H -0.903 1.247 4.507
H 0.349 2.459 4.816

Formally, the Löwdin partial charges of the atoms, in units of the elementary charge, are as follows: -0.068 -0.239 -0.260 -0.235 -0.062 0.713 -0.286 -0.289 -0.204 0.002 -0.190 0.153 -0.410 0.107 -0.241 -0.016 -0.004 -0.422 0.125 -0.123 0.157 -0.219 -0.006 -0.071 -0.404 -0.003 0.059 -0.133 -0.014 0.019 -0.020 -0.244 -0.041 0.064 0.076 0.068 0.112 0.121 0.123 0.082 0.068 0.068 0.069 0.109 0.136 0.165 0.087 0.081 0.088 0.170 0.081 0.087 0.070 0.084 0.070 0.090 0.093 0.076 0.073 0.108 0.120 0.088 0.051 0.090

=====

A structure of composition C31H31LaN8O3S3, computed with ωB97M-V with the def2-TZVPD basis set.

Its relative energy (zero: lowest compared OMol25 entry of this formula, charge and spin) is 0.000 eV. Its HOMO-LUMO gap is 5.94 eV. As for the energy: -3089.76077 Eh.

Geometry (Å):
La -1.839 0.477 0.532
C -0.901 5.450 3.421
S -1.390 4.060 4.463
C -1.786 2.938 3.146
S -0.529 1.909 2.510
N -3.025 2.987 2.733
N -3.347 2.146 1.680
C -4.585 2.133 1.336
C -5.056 1.269 0.227
C -6.393 1.337 -0.143
C -6.828 0.525 -1.188
C -5.920 -0.320 -1.821
C -4.605 -0.322 -1.384
N -4.152 0.450 -0.380
H -0.653 6.305 4.055
H -1.718 5.740 2.755
H -0.020 5.199 2.823
H -5.329 2.763 1.850
H -7.081 2.004 0.363
H -7.866 0.552 -1.507
H -6.228 -0.964 -2.636
H -3.856 -0.963 -1.841
O 0.893 -0.856 -2.880
C 0.130 -0.674 -1.927
N -0.297 0.477 -1.393
C 0.130 1.629 -1.927
O 0.893 1.811 -2.880
C -0.401 2.888 -1.263
C 0.007 4.122 -1.773
C -0.465 5.294 -1.184
C -1.331 5.207 -0.102
C -1.691 3.947 0.347
N -1.252 2.796 -0.200
C -0.401 -1.934 -1.263
C 0.007 -3.167 -1.773
C -0.465 -4.339 -1.184
C -1.331 -4.252 -0.102
C -1.691 -2.992 0.347
N -1.252 -1.842 -0.200
H 0.685 4.160 -2.619
H -0.154 6.258 -1.572
H -1.717 6.096 0.380
H -2.364 3.820 1.188
H 0.685 -3.205 -2.619
H -0.154 -5.303 -1.572
H -1.717 -5.141 0.380
H -2.364 -2.866 1.188
C 3.371 -4.125 -2.175
C 2.925 -3.864 -0.746
C 1.971 -2.678 -0.665
N 1.588 -2.406 0.718
C 1.142 -1.211 1.173
S -0.184 -1.177 2.186
N 1.746 -0.037 0.817
C 2.963 0.299 0.234
O 3.042 1.273 -0.511
C 4.175 -0.509 0.533
C 4.361 -1.134 1.772
C 5.528 -1.860 2.019
C 6.517 -1.950 1.039
C 6.347 -1.309 -0.188
C 5.182 -0.583 -0.439
H 4.049 -4.984 -2.209
H 3.900 -3.259 -2.585
H 2.514 -4.342 -2.820
H 3.806 -3.683 -0.120
H 2.437 -4.761 -0.346
H 1.043 -2.907 -1.202
H 2.390 -1.792 -1.143
H 1.058 -3.166 1.132
H 1.121 0.758 0.862
H 3.612 -1.058 2.555
H 5.668 -2.351 2.979
H 7.427 -2.513 1.236
H 7.124 -1.369 -0.946
H 5.060 -0.074 -1.393
H -3.154 -0.838 1.847

Formally, the Löwdin partial charges of the atoms, in units of the elementary charge, are as follows: 1.422 -0.413 0.806 -1.080 0.496 -0.103 -0.174 -0.069 -0.255 -0.008 -0.042 -0.044 -0.111 -0.064 0.035 0.023 0.037 0.138 0.118 0.113 0.110 0.115 0.087 -0.445 -0.022 -0.457 0.077 -0.164 0.014 -0.038 -0.044 -0.162 -0.068 -0.198 -0.120 -0.028 -0.032 -0.208 -0.125 0.122 0.111 0.105 0.055 0.143 0.120 0.113 0.054 -0.085 -0.202 -0.194 0.086 -0.767 0.644 0.116 -0.377 0.118 -0.154 -0.022 -0.072 -0.082 -0.070 -0.012 0.078 0.083 0.069 0.106 0.113 -0.047 0.136 0.126 0.056 0.120 0.106 0.104 0.106 0.126 -0.144

=====

A structure of composition C5H7Br, computed with ωB97M-V with the def2-TZVPD basis set.

Its relative energy (zero: lowest compared OMol25 entry of this formula, charge and spin) is 2.124 eV. Its HOMO-LUMO gap is 9.98 eV. As for the energy: -2768.60924 Eh.

Geometry (Å):
C -0.940 0.953 -0.259
C -1.773 -0.056 0.041
C -0.238 -1.185 -0.054
C 0.377 0.197 -0.430
C 1.588 0.425 0.559
Br -3.540 -0.229 0.214
H -1.237 1.910 -0.745
H -0.175 -1.704 0.885
H -0.290 -1.881 -0.958
H 0.759 0.090 -1.468
H 1.338 -0.010 1.546
H 1.767 1.553 0.649
H 2.364 -0.064 0.020

Formally, the Löwdin partial charges of the atoms, in units of the elementary charge, are as follows: -0.153 -0.745 -0.027 -0.395 -0.072 0.767 0.108 0.065 0.101 0.131 0.077 0.093 0.051

=====

A cluster of 2 separate species, C5H12N in total, computed with ωB97M-V with the def2-TZVPD basis set.

Its relative energy (zero: lowest compared OMol25 entry of this formula, charge and spin) is 4.442 eV. Its total charge is +2. The multiplicity is 2. Its HOMO-LUMO gap (alpha / beta) is 8.98 / 5.77 eV. As for the energy: -251.55727 Eh. As for the expectation value of S²: 0.753.

Geometry (Å):
C -1.062 1.416 0.664
C -0.795 0.810 2.018
C 0.653 0.324 2.046
C 0.645 -0.861 1.103
C 0.371 -0.692 -0.131
N 0.426 -1.175 -4.230
H -0.609 2.397 0.554
H -0.561 0.723 -0.102
H -2.113 1.484 0.395
H -0.942 1.529 2.813
H -1.459 -0.013 2.218
H 1.266 1.120 1.634
H 1.060 0.047 3.017
H 0.836 -1.862 1.501
H 0.929 -1.085 -0.962
H 1.352 -1.389 -4.631
H -0.370 -1.643 -4.698
H 0.373 -1.132 -3.210

Formally, the Löwdin partial charges of the atoms, in units of the elementary charge, are as follows: -0.014 -0.192 -0.116 -0.055 0.253 0.523 0.114 0.063 0.117 0.152 0.128 0.137 0.142 0.185 0.097 0.171 0.175 0.118